Entry 1:
Computed, not measured: a molecular structure, C20H26N4OPtS2, with the ωB97M-V functional and the def2-TZVPD basis.

Cartesian coordinates (Å):
Pt: 0.799 -0.403 -0.412
C: 2.071 -0.198 4.934
C: 2.848 -0.401 3.692
N: 4.132 -0.485 3.601
N: 4.386 -0.654 2.272
C: 3.288 -0.679 1.526
S: 3.143 -0.872 -0.153
N: 2.286 -0.525 2.430
N: 0.941 -0.464 2.071
H: 2.765 -0.146 5.768
H: 1.379 -1.024 5.107
H: 1.506 0.734 4.892
H: 5.338 -0.750 1.952
H: 0.572 0.424 2.399
H: 0.444 -1.248 2.485
C: 1.569 3.514 -0.780
S: 1.059 2.049 0.128
O: 1.533 2.219 1.516
C: -0.717 2.341 0.160
C: -1.256 3.021 1.206
C: -2.658 3.140 1.272
C: -3.499 2.576 0.311
C: -2.946 1.887 -0.734
C: -1.511 1.655 -0.845
H: 1.417 4.356 -0.106
H: 0.997 3.617 -1.700
H: 2.627 3.392 -1.009
H: -0.627 3.451 1.976
H: -3.093 3.693 2.096
H: -4.570 2.700 0.390
H: -3.586 1.470 -1.500
H: -1.166 1.905 -1.860
C: -3.022 -0.994 -2.335
C: -1.543 -0.671 -2.118
C: -1.016 0.060 -3.355
C: -1.197 0.053 -0.792
C: -0.720 -1.930 -1.830
C: -1.295 -3.044 -1.203
C: -0.532 -4.150 -0.897
C: 0.840 -4.179 -1.165
C: 1.429 -3.097 -1.761
C: 0.672 -1.941 -2.101
H: -3.557 -0.145 -2.759
H: -3.532 -1.295 -1.419
H: -3.126 -1.806 -3.057
H: -1.674 0.889 -3.623
H: -1.007 -0.610 -4.215
H: -0.008 0.456 -3.222
H: -1.823 -0.366 0.003
H: -2.354 -3.057 -0.991
H: -1.007 -5.014 -0.450
H: 1.422 -5.060 -0.931
H: 2.479 -3.123 -2.021
H: 1.098 -1.276 -2.843

Forces on the atoms, in the same order (eV/Å):
-0.1 0.6 -0.6
0.0 0.0 0.0
0.0 0.0 0.0
0.1 0.0 0.1
-0.1 0.0 -0.1
-0.1 0.0 0.1
0.1 0.0 0.0
0.1 -0.1 -0.1
0.0 0.0 0.2
0.0 0.0 0.0
0.0 0.0 0.0
0.0 0.0 0.0
0.0 0.0 0.0
0.0 0.0 0.1
0.0 0.0 0.0
0.1 -0.2 -0.2
-0.2 -0.5 0.4
0.1 0.2 0.0
0.0 0.0 0.1
0.1 0.0 -0.1
-0.1 0.0 0.0
0.0 0.0 0.0
0.1 0.0 0.0
-0.1 0.1 0.0
0.0 0.0 0.0
0.0 0.0 0.0
0.0 0.0 0.0
0.0 0.0 0.0
0.0 0.0 0.0
0.0 0.0 0.0
0.0 0.0 0.0
0.0 0.0 0.0
0.0 0.0 0.0
0.1 0.0 0.1
0.0 0.0 0.0
-0.1 -0.1 -0.2
0.0 0.0 0.2
0.0 0.0 0.0
0.0 0.0 0.0
0.0 0.0 0.0
0.0 0.1 -0.1
0.1 -0.1 0.0
0.0 0.0 0.0
0.0 0.0 0.0
0.0 0.0 0.0
0.0 0.0 0.0
0.0 0.0 0.0
0.0 0.0 0.0
0.1 0.1 0.0
0.0 0.0 0.0
0.0 0.0 0.0
0.0 0.0 0.0
0.0 0.0 0.0
0.0 0.0 0.0

The charge is +2. The molar mass is 597.7 g mol⁻¹. Its largest force on an atom is 0.88 eV Å⁻¹. The energy above the lowest of the compared OMol25 structures with the same formula, charge and spin comes out at 36.2 kcal/mol. For the HOMO-LUMO gap, the calculation gives 5.561 eV.

Entry 2:
Computed, not measured: a molecular structure, C20H26N6O2SV, with the ωB97M-V functional and the def2-TZVPD basis.

Cartesian coordinates (Å):
V: -0.340 -0.147 0.223
N: 0.285 3.480 -1.997
C: 0.119 2.151 -1.722
S: -1.468 1.610 -1.229
N: 1.167 1.385 -1.838
N: 0.808 0.102 -1.478
C: 1.048 -0.871 -2.275
C: 1.812 -0.777 -3.536
C: 3.117 -0.295 -3.527
C: 3.829 -0.214 -4.713
C: 3.237 -0.593 -5.909
C: 1.930 -1.058 -5.924
C: 1.219 -1.157 -4.738
C: 0.379 -2.132 -1.882
C: 0.627 -3.348 -2.497
C: -0.113 -4.456 -2.110
C: -1.074 -4.316 -1.125
C: -1.243 -3.074 -0.535
N: -0.537 -2.006 -0.899
H: -0.544 3.992 -2.249
H: 1.114 3.700 -2.531
H: 3.566 0.020 -2.594
H: 4.847 0.152 -4.704
H: 3.797 -0.522 -6.832
H: 1.462 -1.343 -6.856
H: 0.196 -1.513 -4.747
H: 1.383 -3.418 -3.265
H: 0.061 -5.416 -2.577
H: -1.682 -5.150 -0.805
H: -1.960 -2.917 0.260
N: -0.805 -1.869 3.885
C: -0.345 -1.378 2.741
O: -1.142 -1.146 1.797
C: 1.113 -1.069 2.572
C: 1.432 -0.887 1.090
H: -1.791 -2.043 3.995
H: -0.179 -2.083 4.642
H: 1.709 -1.822 3.099
H: 1.265 -0.129 3.112
H: 1.714 -1.842 0.638
H: 2.272 -0.202 0.970
C: -0.653 4.941 1.808
N: 0.025 3.680 1.529
C: 1.433 3.715 1.139
C: -0.592 2.516 1.661
C: -2.035 2.502 2.071
O: 0.040 1.443 1.477
H: -0.009 5.755 1.489
H: -0.852 5.057 2.874
H: -1.588 5.006 1.255
H: 1.600 4.586 0.510
H: 1.676 2.818 0.578
H: 2.070 3.777 2.023
H: -2.177 3.010 3.026
H: -2.363 1.470 2.162
H: -2.644 3.007 1.323

Forces on the atoms, in the same order (eV/Å):
-0.1 -0.3 -0.4
0.0 -0.1 -0.1
0.1 0.2 0.0
0.0 0.0 0.0
-0.1 0.1 0.1
0.1 -0.1 -0.2
0.0 -0.2 0.1
0.0 0.1 0.0
0.0 0.0 -0.1
0.0 0.0 0.1
0.0 0.0 0.0
0.0 0.0 0.0
0.0 0.0 0.0
0.0 0.1 0.0
-0.1 0.0 0.0
0.1 0.0 -0.1
0.0 0.0 0.1
0.0 0.0 0.0
0.1 0.2 0.1
0.0 0.0 0.0
0.0 0.0 0.0
0.0 0.0 0.0
0.0 0.0 0.0
0.0 0.0 0.0
0.0 0.0 0.0
0.0 0.0 0.0
0.0 0.0 0.0
0.0 0.0 0.0
0.0 0.0 0.0
0.0 0.0 0.0
0.0 0.0 -0.1
0.0 0.0 0.0
-0.1 0.0 0.2
-0.1 0.0 0.2
0.1 0.0 0.0
0.0 0.0 0.0
0.0 0.0 0.0
0.0 0.0 0.0
0.0 0.0 0.0
0.0 0.0 0.0
0.0 0.0 0.0
0.0 0.0 0.0
0.0 -0.1 0.0
0.0 0.0 0.0
0.0 0.1 0.0
0.0 0.0 0.0
0.0 0.1 0.1
0.0 0.0 0.0
0.0 0.0 0.0
0.0 0.0 0.0
0.0 0.0 0.0
0.0 0.0 0.0
0.0 0.0 0.0
0.0 0.0 0.0
0.0 0.0 0.0
0.0 0.0 0.0

The charge is +1. The molar mass is 465.5 g mol⁻¹. Its largest force on an atom is 0.49 eV Å⁻¹. The energy above the lowest of the compared OMol25 structures with the same formula, charge and spin comes out at 0.9 kcal/mol. For the HOMO-LUMO gap (spin up / spin down), the calculation gives 7.816 / 7.720 eV. Its spin multiplicity is 3. The expectation value of S² is 2.03.

Entry 3:
Computed, not measured: a single C20H26N6O3 molecule at a distorted geometry, with the ωB97M-V functional and the def2-TZVPD basis.

Cartesian coordinates (Å):
C: -3.708 2.597 -2.653
C: -3.081 1.347 -2.001
O: -1.692 1.491 -1.604
C: -0.886 1.780 -2.827
C: 0.374 1.564 -2.437
N: 0.821 0.243 -2.083
C: 1.181 -0.162 -0.910
N: 1.356 -1.719 -0.798
C: 1.272 -2.078 -2.123
C: 0.899 -0.866 -2.851
C: 0.884 -1.174 -4.278
O: 0.386 -0.337 -5.138
N: 0.796 -2.264 -4.714
C: 1.463 -3.471 -3.915
O: 1.451 -4.588 -4.470
N: 1.625 -3.147 -2.697
C: 1.878 -4.169 -1.782
H: 1.282 -5.084 -1.950
H: 1.940 -4.060 -0.594
H: 3.065 -4.638 -2.066
H: 0.818 -2.576 -5.720
N: 1.404 0.423 0.260
C: 0.167 1.141 0.836
H: 0.591 2.072 1.361
C: -0.971 0.034 1.733
N: -0.195 -0.276 2.864
C: -0.255 0.533 3.943
C: 1.092 0.335 4.860
C: 1.085 1.155 5.905
C: -0.109 1.757 6.507
C: -1.265 1.507 5.786
C: -1.409 0.915 4.487
H: -2.187 0.920 3.996
H: -2.302 2.128 6.050
H: -0.171 2.207 7.404
H: 2.076 1.008 6.679
H: 1.812 -0.077 4.474
C: 1.155 -0.905 2.279
H: 0.590 -1.870 1.648
C: 2.065 -0.262 1.402
H: 2.373 0.796 2.132
H: 2.960 -0.749 0.954
H: 1.451 -1.508 3.037
H: -1.330 -0.401 0.928
H: -1.737 0.788 1.917
H: -0.570 1.665 0.093
H: 0.833 2.325 -1.571
H: 1.176 1.888 -3.213
H: -1.098 0.954 -3.636
H: -0.836 2.732 -3.342
H: -3.545 0.911 -1.170
H: -3.127 0.422 -2.835
H: -3.416 2.771 -3.446
H: -4.807 2.453 -2.790
H: -3.623 3.517 -1.922

Forces on the atoms, in the same order (eV/Å):
-6.1 -2.0 15.7
1.2 -1.8 -3.5
-1.1 1.3 -2.9
-5.6 -2.5 -1.6
11.4 2.6 2.2
-0.1 -0.3 0.4
1.1 -7.6 3.4
0.3 3.6 -2.1
-2.4 12.2 2.9
1.4 -6.2 -3.2
-4.7 15.8 1.5
1.6 1.4 1.2
3.9 -18.0 -2.6
-4.1 -1.0 -7.8
1.0 2.7 1.7
1.5 -4.2 3.0
5.2 -6.0 2.7
-0.1 0.7 -0.2
-0.4 1.0 -3.1
-3.3 1.3 0.9
-0.4 1.3 1.5
-3.0 2.8 1.9
-1.7 1.6 -0.7
-0.7 -1.7 0.3
3.6 8.2 1.3
2.2 -2.6 -3.4
5.2 -3.9 2.5
-11.5 6.6 0.4
2.3 -0.7 5.6
-0.2 -3.0 -5.2
-3.3 3.3 0.2
8.0 1.9 6.4
-8.1 0.0 -4.5
2.7 -1.9 0.1
0.3 1.6 2.8
-2.6 0.9 -2.3
7.5 -4.4 -3.7
-7.0 -4.5 -1.3
1.6 2.7 1.3
2.0 5.9 -0.2
-0.1 -2.9 -2.2
-0.7 -0.2 1.1
2.0 -1.2 2.4
-1.2 -4.3 -3.1
-0.1 -0.1 0.6
2.0 -1.5 0.7
-1.7 -2.1 -1.7
-1.7 -0.5 0.5
-0.2 1.5 1.2
-1.3 0.7 0.4
-1.1 0.0 1.4
0.2 2.3 1.9
5.7 3.1 -13.7
0.7 -0.2 0.4
0.0 -1.7 -1.5

The molar mass is 398.5 g mol⁻¹. Its largest force on an atom is 18.58 eV Å⁻¹. The energy above the lowest of the compared OMol25 structures with the same formula, charge and spin comes out at 436.3 kcal/mol. The SMILES is CCOCCn1c(N2CCN(c3ccccc3)CC2)nc2c1c(=O)[nH]c(=O)n2C. For the HOMO-LUMO gap, the calculation gives 7.722 eV.

Entry 4:
Computed, not measured: a molecular structure, C20H27BaF4N3SSi at a distorted geometry, with the ωB97M-V functional and the def2-TZVPD basis.

Cartesian coordinates (Å):
Ba: -0.193 0.622 0.234
C: -2.517 0.444 -3.150
C: -3.352 1.289 -2.195
N: -2.567 2.253 -1.432
C: -1.893 3.261 -2.250
C: -2.771 4.196 -3.093
C: -3.336 2.842 -0.339
C: -2.486 3.061 0.926
N: -1.979 1.784 1.364
C: -2.390 1.187 2.467
C: -2.140 -0.205 2.592
F: -1.510 -0.822 1.513
C: -2.512 -0.981 3.660
F: -2.219 -2.297 3.638
C: -3.198 -0.439 4.735
C: -3.437 0.928 4.683
F: -4.079 1.503 5.717
C: -3.043 1.717 3.624
F: -3.278 3.054 3.723
H: -3.135 -0.362 -3.540
H: -2.155 1.021 -3.998
H: -1.666 0.013 -2.616
H: -4.166 1.771 -2.758
H: -3.802 0.610 -1.466
H: -1.290 3.874 -1.575
H: -1.209 2.735 -2.920
H: -3.349 4.876 -2.473
H: -2.127 4.793 -3.735
H: -3.453 3.635 -3.728
H: -3.797 3.792 -0.635
H: -4.135 2.152 -0.059
H: -1.642 3.718 0.684
H: -3.110 3.573 1.660
H: -3.536 -1.044 5.556
C: 4.538 -4.641 0.800
Si: 4.712 -2.745 0.596
C: 4.827 -1.996 2.341
C: 6.290 -2.213 -0.353
C: 3.311 -2.268 -0.617
C: 3.275 -2.895 -1.846
C: 2.312 -2.554 -2.794
C: 1.384 -1.597 -2.454
N: 1.366 -0.985 -1.270
C: 2.313 -1.300 -0.367
S: 2.306 -0.476 1.124
H: 5.350 -5.051 1.394
H: 4.532 -5.163 -0.152
H: 3.609 -4.884 1.309
H: 5.696 -2.400 2.854
H: 3.954 -2.221 2.944
H: 4.931 -0.917 2.317
H: 7.189 -2.512 0.176
H: 6.319 -1.131 -0.458
H: 6.335 -2.638 -1.351
H: 4.013 -3.647 -2.083
H: 2.295 -3.027 -3.764
H: 0.619 -1.292 -3.159

Forces on the atoms, in the same order (eV/Å):
1.5 1.2 -2.2
-0.1 0.2 0.2
0.0 -0.2 -0.1
0.2 -0.2 0.1
0.0 0.1 -0.1
0.1 -0.2 0.2
0.1 0.2 0.5
-0.4 0.0 -0.3
-0.7 0.9 0.2
-0.5 -0.4 1.1
-0.2 0.1 0.4
-1.2 -1.1 1.1
0.0 -0.3 0.2
-0.1 0.3 0.0
0.1 0.1 -0.3
-0.1 -0.3 0.1
0.2 0.0 -0.3
0.0 0.2 -0.1
0.1 -0.3 -0.1
0.1 -0.1 0.0
0.1 0.0 -0.1
0.0 -0.1 -0.1
0.0 -0.1 0.1
-0.1 0.1 0.0
0.1 0.0 0.0
0.1 0.1 0.0
-0.1 0.0 0.0
0.0 0.1 -0.1
-0.1 0.0 -0.1
-0.1 0.0 0.0
0.0 0.1 -0.1
-0.1 0.2 0.0
0.2 0.1 -0.1
0.0 -0.1 0.1
0.2 0.7 -0.1
0.3 -0.1 0.0
-0.1 -0.2 -0.5
-0.5 -0.4 0.4
0.1 -0.1 0.3
0.0 0.2 0.1
-0.1 0.0 -0.2
0.1 -0.2 -0.2
0.1 -0.3 -0.5
0.2 -0.2 -0.4
0.4 0.5 1.4
0.2 0.0 0.1
0.0 -0.1 -0.2
-0.2 0.1 0.1
0.3 -0.2 0.0
-0.2 -0.1 0.0
0.0 0.1 -0.1
0.2 -0.1 0.1
-0.1 0.2 0.0
0.0 -0.1 -0.2
0.1 -0.1 -0.1
-0.1 0.0 -0.1
-0.1 0.0 -0.1

The molar mass is 582.9 g mol⁻¹. Its largest force on an atom is 2.93 eV Å⁻¹. The energy above the lowest of the compared OMol25 structures with the same formula, charge and spin comes out at 24.1 kcal/mol. For the HOMO-LUMO gap, the calculation gives 7.309 eV.

> What is the largest force on an atom in the fourth record?

2.93 eV Å⁻¹